1.
This record from the Open Molecules 2025 dataset describes the molecule C3H6N2S3. The level of theory is ωB97M-V/def2-TZVPD.

XYZ file:
```
14
Properties=species:S:1:pos:R:3:mulliken_charge:R:1
N 0.76574 -0.99561 1.37081 -0.53
C 1.01609 0.40901 0.94492 -0.78
C 1.63469 0.69832 -0.41044 0.36
S 3.24189 0.66410 -0.54510 -0.20
S 0.70993 0.75381 -1.83435 -0.11
C -0.97873 0.30686 -1.54552 -0.03
N -1.55840 -0.05163 -0.47130 -0.29
S -3.25806 -0.29298 -0.58496 -0.14
H -0.08726 -1.38162 0.91296 0.27
H 1.59319 -1.60282 1.16585 0.25
H 1.67445 0.83583 1.74223 0.34
H 0.08323 0.97532 1.05799 0.39
H -1.46757 0.29388 -2.50740 0.32
H -3.36918 -0.61246 0.70432 0.15
```

The value obtained for the calculated total energy is -38692.418 eV. Its highest occupied orbital energy is -8.8 eV. The value obtained for the energy relative to the best compared isomer or geometry (same formula, charge and spin) is 205.7 kJ/mol. As for the structure (SMILES): NCC(=S)S/C=N/S. As for the HOMO-LUMO gap: 0.29548 Ha.



2.
This record from the Open Molecules 2025 dataset describes a structure of composition C23H37As3PtSTe. The level of theory is ωB97M-V/def2-TZVPD.

XYZ file:
```
66
Properties=species:S:1:pos:R:3:mulliken_charge:R:1
Pt 0.45302 1.08278 0.14646 0.81
C 0.07361 1.41600 3.68646 -1.32
As 0.40961 0.07104 2.33427 0.97
C 2.07856 -0.65107 2.99549 -1.29
C -0.98929 -1.16610 2.88729 -1.36
C -1.24832 -2.47036 2.13488 3.00
C -0.03944 -3.40266 2.29255 -2.19
C -1.58822 -2.19750 0.64661 -0.52
As -0.71368 -3.24903 -0.78592 0.13
C 1.14292 -2.63204 -0.69631 -1.04
C -1.25134 -1.99911 -2.19083 -0.90
C -2.43726 -3.19493 2.80983 -2.25
As -4.23802 -2.45687 3.17939 0.32
C -3.88764 -1.06413 4.51838 -1.06
C -4.61545 -1.25453 1.67646 -0.92
H -0.01139 0.95384 4.67028 0.44
H -0.85052 1.93004 3.43052 0.34
H 0.88790 2.13870 3.68352 0.42
H 1.88657 -1.19117 3.92246 0.48
H 2.74828 0.18547 3.19233 0.44
H 2.54213 -1.30906 2.26502 0.30
H -1.87995 -0.53909 2.83394 -0.31
H -0.79756 -1.37754 3.94461 0.80
H 0.87892 -2.93884 1.93560 0.07
H -0.18130 -4.32733 1.73010 0.61
H 0.10351 -3.66954 3.34274 0.49
H -1.47143 -1.14002 0.38814 -0.29
H -2.63891 -2.43130 0.47887 0.41
H 1.73727 -3.23468 -0.01265 0.40
H 1.19694 -1.57987 -0.41138 0.02
H 1.56589 -2.73039 -1.69545 0.54
H -2.33820 -1.96776 -2.26323 0.34
H -0.84443 -2.32843 -3.14612 0.44
H -0.87584 -0.99619 -1.96583 0.04
H -2.13223 -3.55269 3.80102 0.53
H -2.63994 -4.09871 2.22587 0.51
H -3.27732 -1.46826 5.32618 0.31
H -4.85209 -0.77566 4.93602 0.44
H -3.41104 -0.17424 4.11361 0.24
H -4.71242 -1.81909 0.75098 0.32
H -3.86223 -0.47734 1.54518 0.12
H -5.57724 -0.78546 1.88555 0.43
Te 1.11437 2.13745 -2.11395 -0.06
C 2.67914 0.91828 -1.43164 -0.29
C 3.20234 -0.12456 -2.21358 -0.54
C 4.19981 -0.93772 -1.71830 -0.49
C 4.69171 -0.75081 -0.42376 -0.47
C 4.18620 0.26292 0.36098 -0.70
C 3.18723 1.10679 -0.13859 -0.41
H 2.81326 -0.29250 -3.20906 0.42
H 4.59930 -1.73201 -2.33629 0.39
H 5.47941 -1.38938 -0.04568 0.41
H 4.58467 0.42926 1.35345 0.49
H 2.84544 1.95154 0.45382 0.79
S -1.58436 1.76994 0.54924 -0.53
C -1.96726 3.12624 -0.54522 0.20
C -2.19647 2.91711 -1.90388 -0.44
C -2.51270 3.98148 -2.73132 -0.52
C -2.63195 5.26327 -2.20419 -0.47
C -2.43178 5.47111 -0.84973 -0.56
C -2.09762 4.40536 -0.02122 -0.48
H -2.12504 1.91255 -2.30240 0.47
H -2.67322 3.81060 -3.78785 0.39
H -2.88498 6.09408 -2.84998 0.37
H -2.52490 6.46561 -0.43300 0.37
H -1.92492 4.56349 1.03545 0.40
```

The value obtained for the calculated total energy is -228341.961 eV. Its highest occupied orbital energy is -7.2 eV. The value obtained for the energy relative to the best compared isomer or geometry (same formula, charge and spin) is 77.6 kJ/mol. As for the HOMO-LUMO gap: 0.24317 Ha.



3.
This record from the Open Molecules 2025 dataset describes a cluster of 10 separate species, C44H54F42N11O28S14 in total. The level of theory is ωB97M-V/def2-TZVPD.

XYZ file:
```
193
Properties=species:S:1:pos:R:3:mulliken_charge:R:1
C -0.22010 -3.81748 1.05621 -1.53
C -0.17880 -2.49663 1.84903 -0.08
C 1.29989 -2.12991 2.17403 -0.81
N 1.48480 -0.82108 2.97086 0.09
C 0.89155 0.44122 2.15555 -0.82
C 1.62375 0.82504 0.86978 -0.52
C 3.08610 1.05426 1.11802 -0.66
C 3.80076 -0.12525 1.93723 -0.70
C 3.05656 -0.55425 3.21958 -0.68
C 0.76754 -0.90034 4.32761 -1.08
H 0.19365 -4.71081 1.52406 0.38
H 0.32278 -3.76046 0.11273 0.38
H -1.23974 -4.14696 0.85648 0.39
H -0.64254 -2.69927 2.81443 0.25
H -0.82013 -1.71154 1.44851 0.26
H 1.81716 -2.10084 1.21504 0.42
H 1.80858 -2.95079 2.67948 0.47
H -0.12878 0.17379 1.88073 0.39
H 0.75838 1.22933 2.89667 0.59
H 1.36324 0.05059 0.14835 0.30
H 1.23501 1.77752 0.50953 0.36
H 3.61085 1.04487 0.16270 0.33
H 3.30908 2.02062 1.57028 0.34
H 3.94739 -1.01604 1.32642 0.34
H 4.80745 0.19466 2.20617 0.45
H 3.48613 -1.39209 3.76873 0.44
H 3.00972 0.23654 3.96829 0.44
H -0.28722 -1.13919 4.19142 0.41
H 0.95273 0.04484 4.83795 0.48
H 1.13276 -1.76402 4.88329 0.38
C 8.73065 2.44292 -3.79252 -1.35
C 8.61047 3.82680 -3.05024 -0.50
C 8.01057 4.97065 -4.04858 -0.60
N 8.15663 6.44288 -3.41127 0.16
C 8.00912 7.44013 -4.58964 -0.67
C 6.51513 7.53808 -5.12900 -0.64
C 5.46755 7.74438 -4.00383 -0.72
C 5.58303 6.62067 -2.87958 -0.77
C 7.05925 6.65124 -2.40082 -0.77
C 9.51594 6.81136 -2.78563 -1.06
H 9.12322 1.67456 -3.12647 0.39
H 9.48017 2.56847 -4.57389 0.35
H 7.80684 2.10369 -4.26111 0.35
H 9.59050 4.04295 -2.62487 0.32
H 8.02918 3.80315 -2.12848 0.40
H 6.93944 4.82930 -4.19274 0.40
H 8.51244 4.86833 -5.01075 0.38
H 8.72913 7.17850 -5.36505 0.42
H 8.36095 8.36943 -4.14166 0.42
H 6.30341 6.69226 -5.78312 0.35
H 6.38828 8.37995 -5.80964 0.42
H 4.45984 7.81676 -4.41298 0.40
H 5.62154 8.70637 -3.51498 0.29
H 5.16004 5.64549 -3.12081 0.35
H 4.87378 6.99912 -2.14349 0.37
H 7.30495 6.10552 -1.48982 0.54
H 7.27069 7.66467 -2.05970 0.51
H 9.62909 7.84613 -2.46231 0.39
H 10.34705 6.57326 -3.44944 0.38
H 9.56554 6.19142 -1.89047 0.47
C -8.82855 -4.99990 1.53383 -1.00
N -9.36708 -3.61585 1.32923 0.04
C -10.66544 -3.55771 0.96604 -0.21
C -11.22513 -2.31532 0.67239 -0.82
C -10.46314 -1.18713 0.80147 1.11
C -9.09048 -1.31463 1.22743 -0.68
C -8.57198 -2.56790 1.48068 -0.40
C -10.99625 0.17733 0.44073 0.96
C -10.55285 1.38991 1.06414 -0.70
C -11.06425 2.62816 0.65960 -0.26
N -12.00827 2.68346 -0.31765 0.13
C -12.41091 1.51758 -0.94582 -0.40
C -11.95647 0.21126 -0.56564 -0.66
C -12.52169 4.00033 -0.65955 -0.97
H -9.47039 -5.78886 1.14178 0.33
H -8.64869 -4.99382 2.60886 0.43
H -7.87970 -5.05441 1.00018 0.37
H -11.26466 -4.45460 0.91188 0.39
H -12.29116 -2.25936 0.50851 0.47
H -8.42812 -0.47979 1.40273 0.39
H -7.54056 -2.77092 1.72837 0.53
H -9.81314 1.12710 1.80588 0.50
H -10.79126 3.57191 1.10818 0.44
H -13.05855 1.59018 -1.80704 0.45
H -12.36966 -0.67034 -1.03303 0.44
H -12.46414 4.79927 0.07969 0.33
H -13.58929 3.99572 -0.87936 0.40
H -12.18648 4.39092 -1.62037 0.39
C -4.11750 4.36223 5.23878 0.63
F -3.54852 3.25744 4.63288 -0.21
F -5.13312 4.85265 4.42556 -0.23
F -4.61037 4.10263 6.41494 -0.20
S -2.67799 5.70750 5.39898 0.94
O -1.85235 5.53231 4.15198 -0.61
O -3.28984 7.06185 5.60996 -0.59
N -1.84492 5.08677 6.72376 -0.27
S -0.70680 6.00882 6.94377 0.92
O 0.45341 5.85180 6.04950 -0.66
O -1.12666 7.40379 7.29254 -0.66
C 0.06490 5.32784 8.56358 0.62
F 1.16651 6.01553 8.90755 -0.21
F -0.81428 5.45436 9.54933 -0.25
F 0.20143 4.01590 8.47851 -0.23
C -6.33828 -4.70084 8.07795 0.62
F -6.34277 -5.60016 9.03352 -0.22
F -7.18782 -5.04427 7.12634 -0.22
F -6.50883 -3.49911 8.62874 -0.20
S -4.62464 -4.66877 7.24147 1.00
O -4.67546 -3.61545 6.20326 -0.66
O -3.62193 -4.38687 8.28031 -0.58
N -4.51886 -6.21310 6.49581 -0.46
S -3.30304 -6.80536 7.18070 1.07
O -2.08140 -6.07165 6.84910 -0.67
O -3.53021 -7.20058 8.57102 -0.65
C -3.00259 -8.37467 6.10937 0.61
F -2.69633 -8.01356 4.89952 -0.19
F -1.98889 -9.02123 6.66141 -0.21
F -4.13686 -9.12109 6.19586 -0.24
C 1.77926 0.02444 -6.69944 0.65
F 2.54973 -0.93020 -6.24150 -0.21
F 0.52839 -0.28092 -6.43851 -0.21
F 2.18136 1.22728 -6.14154 -0.24
S 2.01585 0.19500 -8.64578 0.95
O 3.44352 0.14996 -8.81797 -0.54
O 1.23336 -0.93217 -9.12018 -0.63
N 1.10561 1.66383 -9.03634 -0.47
S 2.17537 2.64401 -9.52607 1.12
O 3.15643 2.97162 -8.53343 -0.63
O 2.73786 2.23255 -10.80261 -0.67
C 1.18135 4.23161 -9.87966 0.55
F 0.59791 4.74199 -8.80809 -0.22
F 2.08881 5.15050 -10.29877 -0.23
F 0.23276 4.03042 -10.79358 -0.21
C 13.62195 0.75246 3.94300 0.64
F 14.58780 0.72895 3.07933 -0.19
F 12.59612 -0.04720 3.63142 -0.21
F 14.08217 0.51582 5.16445 -0.21
S 12.90248 2.51243 3.91808 1.00
O 13.97768 3.36938 4.38477 -0.61
O 12.53775 2.76772 2.49615 -0.63
N 11.47433 2.39193 5.01438 -0.43
S 10.85772 3.71266 4.56512 1.00
O 11.66706 4.93157 4.74437 -0.66
O 10.06588 3.62159 3.30640 -0.65
C 9.56984 4.03419 5.97956 0.60
F 10.20702 4.12474 7.12103 -0.22
F 8.91999 5.17965 5.68448 -0.20
F 8.82790 2.90009 6.10533 -0.24
C -7.94780 4.95612 -7.30746 0.65
F -6.98333 4.47216 -8.09703 -0.23
F -7.62475 6.23366 -6.92942 -0.24
F -8.99758 5.03901 -8.00556 -0.20
S -8.33693 3.80706 -5.84412 1.00
O -8.97590 4.65649 -4.86756 -0.61
O -9.18155 2.70866 -6.42997 -0.62
N -6.73251 3.31650 -5.47120 -0.33
S -6.91786 2.72435 -4.13232 0.96
O -7.09990 3.72336 -3.03470 -0.68
O -7.89674 1.64723 -4.10617 -0.68
C -5.18905 1.85951 -3.86526 0.60
F -5.07733 1.26512 -2.64291 -0.20
F -5.05913 0.91704 -4.89015 -0.23
F -4.28478 2.76941 -4.08209 -0.19
C 10.26165 -6.46195 -0.63492 0.64
F 11.27445 -5.60298 -0.34876 -0.21
F 9.63144 -6.22767 -1.75358 -0.21
F 10.75756 -7.65810 -0.69426 -0.22
S 8.97408 -6.37124 0.82910 0.99
O 9.71042 -6.73345 2.07005 -0.61
O 8.37630 -5.04280 0.74895 -0.59
N 7.87275 -7.66033 0.41253 -0.37
S 6.60876 -7.26221 1.09583 1.00
O 6.79185 -6.73715 2.46675 -0.67
O 5.63153 -6.50523 0.31275 -0.66
C 5.73887 -9.04533 1.32017 0.57
F 6.62260 -10.02173 1.78908 -0.24
F 4.64933 -8.89589 2.06134 -0.20
F 5.40996 -9.43402 0.07180 -0.23
C -8.33937 -7.02451 -4.15918 0.62
F -9.14812 -7.27022 -3.12658 -0.24
F -8.63880 -7.79867 -5.19475 -0.23
F -8.38755 -5.76519 -4.50999 -0.21
S -6.50915 -7.40360 -3.58908 0.96
O -5.70876 -7.25075 -4.78049 -0.58
O -6.31205 -6.44394 -2.52012 -0.60
N -6.74728 -9.01718 -3.05555 -0.31
S -5.37284 -9.65163 -3.13118 0.98
O -5.05702 -10.33866 -4.38591 -0.64
O -4.24296 -8.91714 -2.56117 -0.63
C -5.46717 -11.07155 -1.74507 0.58
F -5.32107 -10.53387 -0.50217 -0.23
F -6.63588 -11.78991 -1.78910 -0.26
F -4.51230 -11.93673 -1.95027 -0.21
```

As for the charge: -3. The value obtained for the calculated total energy is -386032.112 eV. Its highest occupied orbital energy is -4.3 eV. The value obtained for the energy relative to the best compared isomer or geometry (same formula, charge and spin) is 0.0 kJ/mol. As for the HOMO-LUMO gap: 0.08401 Ha.



Q: Look up the HOMO-LUMO gap of the second one.
A: 0.24317 Ha



Q: What is the HOMO-LUMO gap in the third record?
A: 0.08401 Ha



Q: Which of these has the lowest calculated total energy?
A: C44H54F42N11O28S14



Q: Which of these has the lowest highest occupied orbital energy?
A: C3H6N2S3